(1)
{"formula": "C15H22GdN8S7Sb", "method": "ωB97M-V with the def2-TZVPD basis set", "elements": ["Gd", "C", "C", "N", "N", "C", "N", "S", "C", "C", "C", "C", "C", "N", "H", "H", "H", "H", "H", "H", "H", "H", "H", "H", "S", "Sb", "S", "S", "C", "C", "C", "N", "N", "C", "N", "S", "H", "H", "H", "H", "H", "H", "H", "S", "C", "N", "C", "C", "S", "H", "H", "H", "H", "H"], "positions_angstrom": [[0.4173, 1.1203, 0.2739], [0.3823, -3.5126, -0.3731], [0.0743, -2.0512, -0.2805], [0.9786, -1.1204, -0.3881], [2.2319, -1.5574, -0.7401], [3.2528, -0.6792, -0.9120], [4.4214, -1.2193, -1.3132], [3.1374, 0.9670, -0.6123], [-1.2979, -1.5995, -0.0737], [-2.4005, -2.4712, -0.1442], [-3.6744, -1.9642, -0.0664], [-3.8636, -0.5945, 0.0990], [-2.7444, 0.2024, 0.1910], [-1.4989, -0.2884, 0.1053], [1.3628, -3.7555, 0.0404], [0.3473, -3.8930, -1.3969], [-0.3250, -4.1025, 0.2047], [2.3361, -2.5336, -0.9861], [4.4546, -2.1319, -1.7419], [5.1603, -0.5875, -1.5736], [-2.2547, -3.5284, -0.2964], [-4.5210, -2.6320, -0.1476], [-4.8469, -0.1575, 0.1520], [-2.8248, 1.2780, 0.3278], [-2.1553, 6.5968, 1.6830], [-0.5071, 5.9626, 0.4624], [0.2963, 3.7080, 1.4405], [-0.9782, 3.4751, -0.2703], [0.0041, -2.5359, 4.4268], [1.3093, -2.5025, 3.6494], [1.7392, -1.1066, 3.3214], [1.0706, -0.3287, 2.5372], [1.6392, 0.9086, 2.3811], [2.7348, 1.0460, 3.0796], [3.4488, 2.1843, 3.0937], [3.1505, -0.3563, 3.9863], [-0.2974, -3.5616, 4.6233], [-0.7893, -2.0496, 3.8606], [0.1006, -2.0213, 5.3792], [1.2131, -3.0355, 2.6995], [2.1110, -3.0062, 4.1936], [3.1885, 2.9156, 2.4505], [4.3576, 2.2132, 3.5179], [0.3943, 0.8778, -2.7223], [-0.8199, 1.6540, -3.5869], [-1.2066, 2.9040, -3.4284], [-2.3097, 3.4036, -4.2284], [-2.5491, 2.3712, -5.3473], [-1.6695, 0.8601, -4.8746], [-0.7626, 3.4299, -2.6795], [-2.0373, 4.3719, -4.6535], [-3.1905, 3.5395, -3.5951], [-2.1802, 2.7397, -6.3018], [-3.6104, 2.1541, -5.4460]], "total_charge": 1, "multiplicity": 7, "e_homo_ev": [-10.311, -7.910], "relative_energy_kj_mol": 0.0, "molar_mass_g_mol": 817.9}

(2)
{"formula": "C19H55O10", "method": "ωB97M-V with the def2-TZVPD basis set", "elements": ["O", "H", "H", "H", "C", "C", "O", "O", "H", "H", "H", "H", "H", "H", "C", "C", "O", "O", "H", "H", "H", "H", "H", "H", "C", "C", "C", "O", "H", "H", "H", "H", "H", "H", "H", "H", "C", "C", "C", "O", "H", "H", "H", "H", "H", "H", "H", "H", "C", "C", "C", "O", "H", "H", "H", "H", "H", "H", "H", "H", "C", "C", "C", "O", "H", "H", "H", "H", "H", "H", "H", "H", "C", "C", "C", "O", "H", "H", "H", "H", "H", "H", "H", "H"], "positions_angstrom": [[40.7020, 10.9490, 37.2770], [39.9900, 11.2810, 37.9920], [41.5170, 11.3660, 37.4710], [40.4370, 11.0670, 36.4480], [38.9530, 13.7800, 38.6690], [39.3080, 15.0020, 39.4650], [38.9410, 16.1740, 38.7820], [39.2450, 12.5710, 39.2620], [39.2330, 13.7680, 37.7620], [37.9590, 13.9120, 38.4770], [40.3590, 14.9060, 39.8380], [38.9450, 15.0670, 40.4350], [39.4300, 16.9000, 39.2120], [39.1480, 12.6910, 40.1280], [40.9970, 8.3660, 34.2140], [41.3940, 9.6840, 33.4050], [41.6960, 9.3160, 32.0740], [40.5830, 8.8530, 35.4860], [41.8700, 7.7360, 34.2080], [40.1420, 7.6430, 33.6840], [42.2240, 10.2920, 33.8990], [40.4860, 10.3680, 33.4300], [42.1650, 8.6130, 32.2620], [40.4340, 8.0950, 35.7010], [37.1160, 7.9460, 39.6180], [37.2860, 9.0350, 38.5000], [36.7360, 10.3320, 39.0190], [38.6340, 9.0830, 38.1500], [37.6410, 8.2260, 40.6050], [37.5960, 6.9400, 39.3940], [36.2080, 7.7650, 40.0320], [36.6510, 8.6270, 37.6220], [35.5180, 10.1590, 39.0150], [36.8250, 11.1220, 38.4290], [37.0140, 10.4910, 40.0010], [38.9010, 8.2620, 37.4590], [42.7450, 8.8630, 35.3890], [44.2810, 8.2730, 35.5500], [44.7580, 8.3160, 36.9850], [44.1970, 6.8910, 35.1890], [42.0560, 8.1590, 35.7600], [42.6790, 8.9030, 34.4490], [42.5950, 10.0600, 35.7080], [44.8730, 8.5740, 34.7050], [45.7530, 8.0650, 37.0030], [44.0310, 7.8350, 37.6640], [44.9530, 9.3540, 37.2440], [44.5340, 6.6880, 34.4230], [41.4990, 13.3800, 33.1230], [41.0280, 13.6690, 34.5730], [40.2840, 15.0120, 34.7920], [40.3890, 12.4590, 34.9970], [42.1390, 12.5590, 33.2880], [42.3100, 14.0370, 32.8530], [40.5200, 13.3380, 32.6650], [41.9230, 13.5810, 35.3020], [40.8250, 16.1000, 34.5250], [39.8960, 15.1090, 35.7340], [39.4580, 15.0850, 34.1900], [39.3940, 12.3550, 34.7520], [35.9270, 11.6050, 33.5710], [36.8320, 11.6770, 34.6530], [37.7250, 10.4720, 34.7860], [37.6470, 12.7940, 34.3990], [35.2830, 10.8180, 33.7130], [36.2920, 11.5070, 32.4590], [35.2800, 12.4360, 33.5800], [36.1460, 11.8280, 35.6010], [37.0640, 9.7110, 35.2070], [38.4630, 10.4370, 35.5390], [38.2930, 10.2680, 34.0020], [37.2890, 13.5440, 34.4500], [42.5850, 10.6020, 40.1250], [43.4870, 11.6770, 39.4280], [44.8540, 11.1550, 39.0910], [42.7520, 12.2130, 38.2890], [42.3440, 9.8500, 39.2350], [41.5030, 10.8470, 40.4470], [43.2260, 10.1510, 40.7480], [43.7460, 12.4920, 39.9280], [45.3340, 12.0090, 38.7160], [45.0060, 10.1890, 38.6930], [45.3050, 10.7960, 40.0810], [43.0160, 13.1590, 38.0960]], "total_charge": 1, "e_homo_ev": -11.846, "relative_energy_kj_mol": 126.7, "molar_mass_g_mol": 443.6}

(3)
{"formula": "C27H22N11P2SZr", "method": "ωB97M-V with the def2-TZVPD basis set", "elements": ["Zr", "N", "C", "N", "N", "N", "N", "C", "N", "N", "N", "N", "H", "N", "P", "C", "C", "C", "C", "C", "C", "C", "C", "C", "C", "C", "C", "P", "C", "C", "C", "C", "C", "C", "C", "C", "C", "C", "C", "C", "H", "H", "H", "H", "H", "H", "H", "H", "H", "H", "H", "H", "H", "H", "H", "H", "H", "H", "H", "H", "H", "S", "C", "N"], "positions_angstrom": [[-1.7464, 0.9690, 0.2128], [-3.0299, 4.3207, 0.5538], [-1.6720, 4.1609, 0.7934], [-0.8445, 5.1243, 1.0805], [0.3586, 4.4968, 1.2458], [0.2429, 3.2469, 1.0678], [-1.0605, 2.9508, 0.7868], [-3.7220, 3.2230, 0.1389], [-4.9290, 2.8187, 0.5182], [-5.0534, 1.5888, 0.0239], [-3.9994, 1.2609, -0.6618], [-3.1399, 2.3254, -0.6692], [-3.5169, 5.0580, 1.0392], [1.0139, -1.1039, 0.7336], [0.9386, 0.6140, 0.7409], [1.3491, 1.0432, -0.9918], [2.5619, 0.6263, -1.5377], [2.8392, 0.8236, -2.8802], [1.8968, 1.4267, -3.7053], [0.6804, 1.8366, -3.1837], [0.4160, 1.6600, -1.8307], [2.3772, 1.1335, 1.6917], [2.7891, 0.3549, 2.7707], [3.9105, 0.7187, 3.5034], [4.6107, 1.8645, 3.1637], [4.1886, 2.6518, 2.0991], [3.0711, 2.2962, 1.3645], [-0.6010, -1.6732, 0.5711], [-0.5620, -3.4188, 0.9699], [-1.7201, -4.0249, 1.4491], [-1.7170, -5.3858, 1.7159], [-0.5621, -6.1303, 1.5241], [0.5961, -5.5224, 1.0567], [0.6004, -4.1668, 0.7720], [-0.8643, -1.5000, -1.2213], [-2.1215, -1.0325, -1.6205], [-2.3889, -0.7623, -2.9662], [-1.4016, -0.9815, -3.9049], [-0.1496, -1.4671, -3.5141], [0.1283, -1.7080, -2.1847], [1.6175, -1.5675, 1.4014], [3.2977, 0.1435, -0.9048], [3.7922, 0.5112, -3.2867], [2.1138, 1.5855, -4.7535], [-0.0554, 2.3188, -3.8133], [-0.5323, 2.1016, -1.4998], [2.2331, -0.5225, 3.0810], [4.2248, 0.1125, 4.3419], [5.4834, 2.1546, 3.7334], [4.7254, 3.5544, 1.8408], [2.7466, 2.9238, 0.5463], [-2.6135, -3.4385, 1.6269], [-2.6147, -5.8616, 2.0867], [-0.5629, -7.1895, 1.7441], [1.4954, -6.1049, 0.9079], [1.4991, -3.7008, 0.3870], [-2.9595, -1.0096, -0.9160], [-3.3662, -0.3982, -3.2535], [-1.5953, -0.7809, -4.9503], [0.6103, -1.6431, -4.2645], [1.1116, -2.0418, -1.8787], [-4.4384, -1.2951, 2.7362], [-3.3999, -0.1988, 2.3443], [-2.5800, 0.6301, 2.0279]], "total_charge": 1, "e_homo_ev": -11.863, "relative_energy_kj_mol": 54.8, "molar_mass_g_mol": 685.8}

(4)
{"formula": "C4H10N2O", "method": "ωB97M-V with the def2-TZVPD basis set", "elements": ["C", "N", "C", "C", "C", "N", "O", "H", "H", "H", "H", "H", "H", "H", "H", "H", "H"], "positions_angstrom": [[-2.0216, -0.4445, 0.9644], [-0.7466, -0.1761, 1.2990], [0.9022, 1.4028, 0.4108], [0.4566, -0.0700, 0.4489], [0.0988, -0.4402, -0.9750], [1.3060, -0.5115, -1.8479], [-2.6055, -0.2645, -0.0779], [-2.6043, -0.7944, 1.8457], [-0.5695, -0.1066, 2.2916], [1.6992, 1.6594, -0.2743], [-0.0599, 1.9049, 0.5090], [1.3338, 1.7210, 1.3882], [1.2134, -0.7785, 0.7737], [-0.5629, 0.3341, -1.3780], [-0.5432, -1.3199, -1.0306], [1.8197, -1.3556, -1.6093], [0.8839, -0.7605, -2.7382]], "smiles": "C[C@H](CN)NC=O", "e_homo_ev": -9.643, "relative_energy_kj_mol": 155.1, "molar_mass_g_mol": 102.1}